{"formula": "C39H54F36N9O27S12", "method": "the ωB97M-V functional and the def2-TZVPD basis", "symbols": ["C", "C", "C", "C", "C", "C", "N", "O", "C", "C", "C", "H", "H", "H", "H", "H", "H", "H", "H", "H", "H", "H", "H", "H", "H", "H", "H", "H", "H", "C", "C", "C", "C", "C", "C", "N", "O", "C", "C", "C", "H", "H", "H", "H", "H", "H", "H", "H", "H", "H", "H", "H", "H", "H", "H", "H", "H", "H", "C", "C", "C", "C", "C", "C", "N", "O", "C", "C", "C", "H", "H", "H", "H", "H", "H", "H", "H", "H", "H", "H", "H", "H", "H", "H", "H", "H", "H", "C", "F", "F", "F", "S", "O", "O", "N", "S", "O", "O", "C", "F", "F", "F", "C", "F", "F", "F", "S", "O", "O", "N", "S", "O", "O", "C", "F", "F", "F", "C", "F", "F", "F", "S", "O", "O", "N", "S", "O", "O", "C", "F", "F", "F", "C", "F", "F", "F", "S", "O", "O", "N", "S", "O", "O", "C", "F", "F", "F", "C", "F", "F", "F", "S", "O", "O", "N", "S", "O", "O", "C", "F", "F", "F", "C", "F", "F", "F", "S", "O", "O", "N", "S", "O", "O", "C", "F", "F", "F"], "xyz": [[-0.321, -3.059, -4.349], [-1.739, -3.382, -4.411], [-2.017, -4.739, -4.971], [-3.298, -5.430, -4.632], [-3.665, -5.303, -3.152], [-3.697, -3.885, -2.625], [-2.302, -3.375, -2.980], [-1.625, -2.920, -2.144], [-3.909, -3.972, -1.083], [-4.700, -3.006, -3.412], [-2.400, -2.289, -5.282], [0.299, -3.883, -3.967], [-0.136, -2.152, -3.810], [0.055, -2.990, -5.346], [-1.234, -5.426, -4.718], [-1.966, -4.534, -6.059], [-3.407, -6.506, -4.803], [-4.005, -4.887, -5.304], [-3.032, -5.916, -2.513], [-4.681, -5.619, -2.915], [-4.847, -4.504, -1.078], [-4.158, -3.036, -0.615], [-3.177, -4.559, -0.561], [-5.068, -3.525, -4.320], [-4.423, -2.006, -3.782], [-5.557, -2.814, -2.729], [-3.318, -2.554, -5.832], [-1.726, -2.180, -6.108], [-2.308, -1.347, -4.722], [-2.054, -0.383, -0.467], [-0.539, -0.308, -0.103], [0.274, -1.307, -0.802], [1.787, -1.287, -0.730], [2.118, 0.147, -1.226], [1.475, 1.415, -0.613], [-0.072, 1.135, -0.361], [-0.860, 2.001, -0.336], [1.549, 2.574, -1.574], [2.210, 1.767, 0.710], [-0.411, -0.496, 1.389], [-2.386, -1.287, 0.026], [-2.122, -0.470, -1.607], [-2.681, 0.475, -0.160], [0.004, -1.199, -1.868], [0.009, -2.331, -0.523], [2.222, -2.017, -1.431], [2.233, -1.433, 0.290], [1.986, 0.143, -2.331], [3.177, 0.241, -1.040], [1.223, 2.356, -2.607], [2.649, 2.627, -1.703], [1.130, 3.543, -1.225], [3.280, 1.911, 0.455], [2.009, 0.986, 1.469], [1.787, 2.684, 1.184], [0.587, -0.676, 1.763], [-0.954, -1.481, 1.533], [-0.993, 0.219, 1.902], [2.890, 2.762, 5.391], [1.545, 3.390, 5.016], [0.512, 3.589, 6.165], [0.335, 5.087, 6.486], [1.597, 5.885, 6.484], [2.219, 6.009, 5.116], [1.848, 4.672, 4.478], [2.032, 4.688, 3.222], [3.719, 6.072, 4.910], [1.656, 7.156, 4.356], [0.848, 2.608, 3.885], [3.381, 3.306, 6.182], [3.574, 2.740, 4.521], [2.776, 1.694, 5.646], [0.892, 3.038, 6.997], [-0.505, 3.191, 6.033], [-0.213, 5.221, 7.439], [-0.419, 5.409, 5.780], [2.201, 5.363, 7.210], [1.435, 6.892, 6.843], [3.918, 6.356, 3.881], [4.152, 5.095, 5.203], [4.055, 6.870, 5.594], [0.625, 7.241, 4.386], [1.922, 6.959, 3.325], [2.212, 8.016, 4.719], [0.626, 1.712, 4.424], [1.572, 2.402, 3.054], [-0.091, 3.056, 3.589], [-7.718, -1.778, 5.088], [-8.354, -0.637, 5.036], [-7.882, -2.258, 6.415], [-8.322, -2.638, 4.316], [-5.843, -1.617, 4.952], [-5.624, -0.616, 5.955], [-5.355, -2.945, 5.039], [-5.576, -1.013, 3.571], [-5.362, -1.816, 2.217], [-3.948, -1.976, 1.880], [-6.346, -2.854, 1.882], [-5.825, -0.562, 0.935], [-5.766, -1.019, -0.307], [-7.060, -0.005, 1.154], [-4.875, 0.519, 1.035], [3.271, -0.136, -5.915], [3.985, 0.184, -7.044], [2.907, 0.939, -5.239], [2.157, -0.758, -6.318], [4.185, -1.453, -4.880], [3.142, -1.905, -4.045], [4.955, -2.330, -5.657], [5.014, -0.406, -3.881], [6.519, 0.030, -4.159], [7.298, -0.200, -2.943], [7.052, -0.196, -5.506], [6.101, 1.886, -4.047], [5.620, 2.286, -2.904], [7.223, 2.712, -4.279], [5.277, 2.200, -5.050], [-1.760, 4.788, 1.098], [-3.041, 4.693, 1.423], [-1.283, 3.601, 1.433], [-1.676, 4.963, -0.225], [-0.809, 6.053, 2.065], [-1.502, 7.290, 1.887], [-0.652, 5.545, 3.395], [0.623, 5.957, 1.387], [1.263, 6.831, 0.200], [0.795, 6.485, -1.114], [1.496, 8.170, 0.525], [3.050, 6.082, 0.410], [3.629, 6.445, 1.696], [2.903, 4.777, 0.317], [3.992, 6.446, -0.454], [1.963, -6.178, -2.564], [2.777, -5.896, -1.492], [2.078, -5.172, -3.404], [2.456, -7.318, -3.136], [0.225, -6.312, -2.083], [-0.099, -5.117, -1.311], [-0.395, -6.342, -3.346], [0.279, -7.673, -1.408], [-0.427, -8.139, -0.021], [-0.641, -7.205, 1.039], [-1.575, -8.911, -0.254], [1.093, -9.189, 0.473], [1.042, -9.752, 1.763], [1.095, -10.282, -0.325], [2.327, -8.605, 0.425], [-1.012, 3.455, -6.232], [0.289, 3.593, -6.511], [-1.196, 4.088, -5.051], [-1.636, 4.178, -7.159], [-1.544, 1.704, -6.054], [-1.346, 1.003, -7.283], [-0.913, 1.130, -4.875], [-3.076, 2.176, -5.873], [-4.046, 1.797, -4.794], [-5.335, 2.166, -5.264], [-4.002, 0.495, -4.168], [-3.655, 2.933, -3.320], [-4.509, 2.791, -2.324], [-2.380, 2.694, -2.893], [-3.701, 4.257, -3.712], [1.193, -3.438, 3.673], [1.333, -3.118, 2.401], [-0.110, -3.536, 3.902], [1.754, -4.605, 3.850], [1.840, -2.110, 4.786], [1.106, -0.922, 4.391], [1.697, -2.565, 6.129], [3.284, -1.972, 4.329], [4.380, -0.932, 4.758], [4.783, -0.014, 3.730], [4.193, -0.313, 6.034], [5.901, -2.014, 4.898], [6.981, -1.266, 5.318], [5.803, -2.999, 5.761], [6.261, -2.552, 3.729]], "atomic_forces_ev_per_a": [[2.1, -1.1, 0.5], [-2.1, -0.1, 0.0], [1.1, -1.4, -1.8], [-2.0, 0.9, 0.1], [-0.7, 0.0, -0.2], [1.2, 0.4, 0.1], [-0.4, 0.8, -0.2], [0.0, -0.1, 0.6], [-0.7, 0.6, -1.8], [-1.3, 0.3, 0.1], [0.1, 0.1, 0.3], [-0.4, 0.4, 0.5], [0.3, 0.5, 0.1], [0.1, 0.5, -0.8], [0.5, 0.2, -0.1], [0.0, -0.5, 0.3], [0.7, 0.3, -0.7], [-0.4, -0.8, 0.8], [0.3, 0.0, -0.1], [-0.1, -0.5, -0.5], [-0.4, -0.4, 0.4], [0.5, 0.5, 0.2], [0.5, 0.0, 0.1], [0.1, 0.1, 0.7], [0.5, -0.4, 0.6], [0.4, -0.3, -0.5], [-0.2, 0.3, 1.1], [0.7, 0.1, -0.4], [-0.9, 0.0, -0.5], [0.8, 0.3, -1.7], [-1.5, 1.4, 1.1], [0.7, -2.1, -2.0], [-0.1, 2.2, 0.7], [0.8, -0.7, -0.9], [-0.6, -0.5, 0.1], [1.1, -1.1, 0.1], [0.5, 0.1, -0.4], [1.0, 0.4, -0.8], [-1.4, 0.1, 0.6], [-0.7, -2.3, 0.1], [-0.4, -0.1, -0.2], [-0.2, 0.1, 1.5], [0.6, -0.5, 0.1], [0.3, -0.3, 0.2], [-0.8, 0.3, 0.2], [-0.2, 0.3, 0.3], [-0.6, -0.1, -0.8], [0.0, 0.2, 0.6], [0.5, 0.5, -0.3], [-0.4, -0.1, 0.6], [-0.4, 0.6, 0.1], [0.3, -0.8, -0.1], [-0.7, -0.2, 0.4], [0.7, 0.1, -0.5], [0.4, -0.3, -0.8], [0.2, 0.4, 0.1], [0.6, 1.0, 0.1], [-0.3, 1.0, 0.9], [0.5, -0.7, -0.6], [-2.4, -1.0, -0.1], [0.4, 0.7, 0.7], [-1.9, -0.6, 0.3], [0.5, 0.2, 0.8], [-0.8, -1.5, 0.5], [1.9, 2.0, -8.0], [-0.5, 0.1, 5.1], [0.4, -0.3, 1.6], [1.6, -0.3, -1.0], [1.5, -0.6, 0.3], [0.1, 0.0, 0.5], [-0.4, 0.2, 0.2], [-0.2, 0.5, 0.2], [0.4, -0.3, 0.9], [0.6, -0.1, -0.8], [0.6, -0.3, -0.2], [0.1, 0.6, -0.6], [0.9, 0.1, 0.2], [-0.1, 0.3, 0.3], [0.2, -0.3, 0.1], [0.3, 0.8, -0.3], [0.2, -0.4, -0.3], [-2.0, 0.4, 0.5], [0.0, 0.5, -0.3], [-0.3, 0.3, -0.1], [-0.3, -1.1, -0.2], [-1.1, 0.1, 1.0], [0.1, 0.4, -0.3], [1.0, -1.0, 2.7], [-0.3, 0.9, -0.3], [0.0, 0.4, -1.4], [-0.1, -0.6, -0.8], [-1.3, 0.4, 0.6], [0.3, -0.4, 0.0], [0.3, -1.0, 0.7], [0.1, 0.6, -2.7], [0.1, -0.4, -1.1], [-1.5, -0.4, 0.5], [1.4, 0.8, 0.9], [0.5, 3.3, 1.1], [0.0, -0.1, 0.5], [1.4, -0.8, -0.4], [-1.9, -1.9, -0.4], [0.6, -1.5, -1.1], [-0.7, 0.2, 1.3], [0.4, -0.1, -0.2], [-0.3, 0.2, -0.4], [1.0, 4.8, 2.6], [-1.7, -1.2, 0.6], [0.7, -1.0, -1.4], [0.1, -1.7, -1.7], [-0.3, 0.6, 0.7], [-0.2, 0.2, -1.8], [-0.4, 0.3, 1.9], [2.3, 0.7, -1.9], [-0.6, -0.1, 0.7], [-0.8, -1.2, 0.4], [-0.3, -0.1, 0.3], [-0.6, -0.5, -0.2], [-0.6, 1.0, 0.2], [1.1, -0.7, 0.1], [0.3, 0.2, 0.7], [1.2, 0.8, -1.4], [-0.2, 0.1, -0.1], [-0.6, -0.6, 0.4], [-0.2, 0.3, -0.5], [0.5, -2.8, 0.1], [0.4, -0.1, 0.5], [0.1, 2.8, 0.6], [0.1, 0.7, 1.3], [-1.4, -0.9, -2.2], [0.5, -0.4, 0.5], [-0.7, 0.3, -0.1], [2.0, -0.3, 1.1], [-0.9, -0.4, -0.9], [0.3, 0.2, -0.6], [-0.6, 1.1, 0.3], [0.6, 2.1, 1.8], [0.4, -1.2, -0.1], [-1.2, -0.7, -2.1], [-1.0, -1.4, 2.3], [1.9, 1.9, 0.2], [1.1, 0.7, -0.1], [-1.0, -2.3, -1.0], [1.0, -2.1, 1.5], [-0.6, 1.4, -1.6], [0.2, 0.8, -0.1], [-1.9, -0.2, -0.4], [1.3, 1.7, 0.6], [0.4, -0.7, 0.0], [-0.2, -0.5, -0.3], [-0.6, -0.6, -0.2], [-0.9, -0.5, 1.2], [0.0, 0.4, -0.3], [-0.4, 0.9, -0.9], [3.0, -0.4, -1.7], [-2.2, -0.7, 2.6], [-1.1, 0.7, 0.1], [0.9, -0.1, -0.1], [0.8, 1.0, -1.2], [0.1, -0.2, 0.1], [-1.2, 0.1, 0.0], [0.0, -1.4, 0.4], [-0.4, 0.4, 0.0], [0.4, 0.5, -0.9], [-0.4, -0.1, 0.4], [0.6, -0.8, 0.5], [-1.5, 1.7, 0.4], [-0.4, -0.4, 0.1], [-0.4, -0.6, 0.4], [3.2, 0.0, -0.8], [0.0, 0.0, -0.6], [-0.2, -0.2, -0.5], [-0.2, -0.3, 0.9], [1.4, 0.4, -0.1], [-1.1, -0.1, -0.3], [-0.6, -0.5, 0.6], [-0.4, 0.3, -0.1]], "molar_mass_da": 2149.63, "e_above_lowest_kj_mol": 26.59, "homo_ev": -4.550, "orbital_gap_ev": 5.7, "charge": -3}